A single C7H14N2 molecule in a non-equilibrium geometry, computed with ωB97M-V/def2-TZVPD.

```
23
C7H14N2 (ωB97M-V/def2-TZVPD)
C 1.16 -0.76 -1.19
C 0.08 -0.89 -0.10
C 0.65 -1.18 1.27
C -0.87 -2.01 -0.41
C -0.78 0.42 -0.18
C -0.07 1.82 0.65
N 0.74 2.62 -0.34
C -1.22 2.49 1.17
N -2.18 2.91 1.64
H 1.94 -1.59 -1.20
H 1.68 0.12 -1.14
H 0.69 -0.81 -2.21
H 1.39 -0.46 1.64
H 1.03 -2.10 1.23
H -0.07 -1.13 2.03
H -1.74 -1.88 0.25
H -0.28 -3.06 -0.27
H -1.19 -2.00 -1.60
H -1.08 0.73 -1.21
H -1.74 0.18 0.36
H 0.52 1.35 1.47
H 0.15 3.31 -0.91
H 1.19 1.91 -0.95
```

Calculated values
- HOMO (eV) = -9.503
- SMILES = CC(C)(C)C[C@@H](N)C#N
- molecular weight (Da) = 126.20
- frontier orbital gap (Eh) = 0.3725
- energy above the lowest of the compared OMol25 structures with the same formula, charge and spin (eV) = 2.135
- E_LUMO (hartree) = 0.023
- max |F| (Eh/bohr) = 0.08185

Atom charges from the Löwdin analysis, given in e for atoms 1 to 8: atom 1 (C): -0.059, atom 2 (C): -0.648, atom 3 (C): -0.054, atom 4 (C): -0.090, atom 5 (C): -0.064, atom 6 (C): -0.295, atom 7 (N): 0.013, atom 8 (C): -0.243


A molecular structure, C7H14N2 in a non-equilibrium geometry, computed with ωB97M-V/def2-TZVPD.

```
23
C7H14N2 (ωB97M-V/def2-TZVPD)
C -0.70 2.16 -0.23
C 0.52 1.96 -0.56
C -0.84 0.61 0.14
C 2.64 0.32 0.72
C 1.71 -1.45 -0.91
C -2.07 -0.75 0.49
C 1.47 -0.53 0.26
N 0.41 0.47 -0.13
N -3.41 -0.34 0.10
H -1.61 2.92 -0.28
H 1.33 2.48 -1.06
H 2.35 0.78 1.75
H 3.55 -0.33 0.87
H 2.70 1.14 0.01
H 2.03 -0.88 -1.82
H 0.77 -2.06 -1.11
H 2.45 -2.21 -0.57
H -1.90 -0.91 1.59
H -1.52 -1.47 -0.16
H 1.20 -1.12 1.18
H -4.06 -1.11 0.25
H -3.35 -0.26 -0.95
H -3.68 0.57 0.41
```

Calculated values
- HOMO (eV) = -18.099
- molecular weight (Da) = 126.20
- frontier orbital gap (Eh) = 0.3261
- charge = +2
- energy above the lowest of the compared OMol25 structures with the same formula, charge and spin (eV) = 4.510
- E_LUMO (hartree) = -0.339
- max |F| (Eh/bohr) = 0.12174

Atom charges from the Löwdin analysis, given in e for atoms 1 to 8: atom 1 (C): 0.049, atom 2 (C): 0.070, atom 3 (C): 0.067, atom 4 (C): -0.026, atom 5 (C): -0.038, atom 6 (C): 0.018, atom 7 (C): -0.391, atom 8 (N): 0.031


2 unconnected molecules or ions with the total composition C7H14N2 in a non-equilibrium geometry, computed with ωB97M-V/def2-TZVPD.

```
23
C7H14N2 (ωB97M-V/def2-TZVPD)
C 3.25 -0.09 -0.50
C 1.27 0.27 0.44
C 3.18 1.32 -0.04
C -2.13 1.16 -0.62
C -3.85 -0.13 0.62
C 1.89 -2.09 -0.07
C -2.76 0.02 -0.33
N 1.80 1.44 0.40
N 2.15 -0.65 -0.04
H 3.91 -0.71 -1.00
H 3.81 1.55 0.83
H 3.69 2.15 -0.69
H -1.37 1.34 -1.25
H -2.54 2.15 -0.11
H 0.36 0.07 0.82
H -3.84 -1.06 1.02
H -4.83 -0.07 -0.06
H -3.61 0.69 1.43
H 0.83 -2.44 -0.32
H 2.35 -2.39 0.82
H 2.42 -2.67 -0.74
H -2.56 -0.83 -0.83
H 1.18 2.21 0.62
```

Calculated values
- HOMO (eV) = -15.318
- molecular weight (Da) = 126.20
- frontier orbital gap (Eh) = 0.1459
- charge = +2
- energy above the lowest of the compared OMol25 structures with the same formula, charge and spin (eV) = 4.023
- E_LUMO (hartree) = -0.417
- max |F| (Eh/bohr) = 0.11240

Atom charges from the Löwdin analysis, given in e for atoms 1 to 8: atom 1 (C): 0.215, atom 2 (C): 0.082, atom 3 (C): -0.002, atom 4 (C): -0.030, atom 5 (C): -0.090, atom 6 (C): 0.083, atom 7 (C): -0.278, atom 8 (N): 0.210


A molecular structure, C7H14N2O in a non-equilibrium geometry, computed with ωB97M-V/def2-TZVPD.

```
24
C7H14N2O (ωB97M-V/def2-TZVPD)
C 0.10 -0.39 -2.14
C 0.68 0.19 -0.85
N 1.63 1.24 -1.16
C 1.21 -0.89 0.01
O 2.17 -0.51 0.86
H 2.29 -1.19 1.55
H 1.75 1.79 -0.31
H 1.23 1.86 -1.85
H 1.16 -1.94 -0.26
H -0.48 0.36 -2.67
H 0.91 -0.71 -2.79
H -0.55 -1.24 -1.95
C -1.83 0.81 -0.29
C -0.41 0.58 0.29
C -0.55 -0.90 1.04
C -0.48 -1.04 2.38
N 0.08 1.57 1.06
H -0.35 1.56 1.98
H -1.12 -1.64 0.49
H -1.80 1.70 -0.92
H -2.51 1.00 0.54
H -2.22 -0.03 -0.88
H -0.90 -1.90 2.88
H 0.01 -0.29 2.99
```

Calculated values
- HOMO (alpha / beta) (eV) = -6.816 / -8.247
- molecular weight (Da) = 142.20
- frontier orbital gap (alpha / beta) (Eh) = 0.2330 / 0.2978
- energy above the lowest of the compared OMol25 structures with the same formula, charge and spin (eV) = 4.875
- E_LUMO (alpha / beta) (hartree) = -0.017 / -0.005
- max |F| (Eh/bohr) = 0.02297

Atom charges from the Löwdin analysis, given in e for atoms 1 to 8: atom 1 (C): -0.033, atom 2 (C): -0.493, atom 3 (N): 0.090, atom 4 (C): -0.180, atom 5 (O): 0.074, atom 6 (H): 0.130, atom 7 (H): 0.063, atom 8 (H): 0.079


A single C7H14N2O molecule in a non-equilibrium geometry, computed with ωB97M-V/def2-TZVPD.

```
24
C7H14N2O (ωB97M-V/def2-TZVPD)
C -2.38 -0.45 -1.03
N -0.93 -0.50 -1.03
C -0.30 0.09 0.14
C -0.82 1.52 0.24
N -1.13 2.62 0.32
O -0.80 -0.47 1.35
C -0.36 -1.78 1.70
C 1.21 0.24 -0.21
C 1.97 0.81 0.99
C 1.33 1.11 -1.46
H -2.70 0.55 -0.81
H -2.94 -0.66 -2.03
H -2.73 -1.22 -0.39
H -0.71 -1.37 -1.33
H -1.07 -2.17 2.35
H 0.63 -1.74 2.13
H -0.59 -2.49 0.80
H 1.63 -0.69 -0.41
H 2.09 -0.06 1.65
H 1.36 1.54 1.52
H 3.08 1.23 0.83
H 0.99 2.15 -1.26
H 0.69 0.56 -2.25
H 2.47 1.18 -1.80
```

Calculated values
- HOMO (eV) = -9.383
- SMILES = CN[C@@](C#N)(OC)C(C)C
- molecular weight (Da) = 142.20
- frontier orbital gap (Eh) = 0.3712
- energy above the lowest of the compared OMol25 structures with the same formula, charge and spin (eV) = 2.721
- E_LUMO (hartree) = 0.026
- max |F| (Eh/bohr) = 0.07309

Atom charges from the Löwdin analysis, given in e for atoms 1 to 8: atom 1 (C): -0.098, atom 2 (N): -0.037, atom 3 (C): -0.463, atom 4 (C): -0.160, atom 5 (N): 0.200, atom 6 (O): -0.126, atom 7 (C): -0.052, atom 8 (C): -0.376


A single C7H14N2O molecule in a non-equilibrium geometry, computed with ωB97M-V/def2-TZVPD.

```
24
C7H14N2O (ωB97M-V/def2-TZVPD)
C 1.51 -1.02 -2.02
C 1.30 -1.24 -0.73
C 0.13 -0.82 0.07
C -1.23 -1.49 -0.31
O 0.49 -1.14 1.44
C -0.43 -0.53 2.39
N -0.04 0.64 -0.03
C 1.10 1.39 0.28
N -1.12 1.05 -0.78
C -1.32 2.24 -1.07
H 2.36 -1.40 -2.67
H 0.67 -0.59 -2.64
H 2.18 -1.59 -0.09
H -1.79 -0.82 0.21
H -1.21 -1.36 -1.43
H -1.19 -2.44 0.10
H -1.37 -1.22 2.51
H -0.85 0.41 2.00
H 0.11 -0.34 3.29
H 0.85 2.43 0.43
H 1.28 1.13 1.38
H 1.93 1.10 -0.27
H -2.18 2.56 -1.71
H -0.53 3.08 -1.04
```

Calculated values
- HOMO (eV) = -8.462
- SMILES = C=C[C@@](C)(OC)N(C)N=C
- molecular weight (Da) = 142.20
- frontier orbital gap (Eh) = 0.3447
- energy above the lowest of the compared OMol25 structures with the same formula, charge and spin (eV) = 4.445
- E_LUMO (hartree) = 0.034
- max |F| (Eh/bohr) = 0.09456

Atom charges from the Löwdin analysis, given in e for atoms 1 to 8: atom 1 (C): 0.012, atom 2 (C): -0.129, atom 3 (C): -0.525, atom 4 (C): 0.027, atom 5 (O): -0.160, atom 6 (C): -0.075, atom 7 (N): -0.195, atom 8 (C): -0.052